# 1
{
  "formula": "BF4H20O10",
  "method": "ωB97M-V/def2-TZVPD",
  "homo_lumo_gap_ev": 9.5,
  "homo_ev": -6.70,
  "relative_energy_kcal_mol": 34.3,
  "total_charge": -1,
  "e_tot_ha": -1189.03597,
  "symbols": ["B", "F", "F", "F", "F", "O", "H", "H", "O", "H", "H", "O", "H", "H", "O", "H", "H", "O", "H", "H", "O", "H", "H", "O", "H", "H", "O", "H", "H", "O", "H", "H", "O", "H", "H"],
  "positions_angstrom": [[-0.9298, 0.1600, 0.2099], [-0.5593, 1.3244, 0.8890], [-2.1008, -0.3753, 0.6281], [-0.8803, 0.3480, -1.1649], [-0.0204, -0.7660, 0.5332], [1.6528, 3.9227, 1.6570], [0.9451, 3.5779, 2.1727], [2.3452, 3.3196, 1.7489], [-1.6110, -2.4169, -1.6371], [-2.3173, -2.7879, -1.0951], [-1.4161, -1.6367, -1.1346], [1.1679, 0.7088, -3.4969], [0.4678, 0.0296, -3.6826], [1.9100, 0.6013, -4.0523], [2.4518, -0.1510, 0.9778], [1.7398, -0.7818, 0.9590], [2.1241, 0.4562, 0.2800], [-3.3284, -2.0973, 2.2237], [-2.4668, -2.4402, 2.1238], [-3.3340, -1.5392, 1.4442], [1.7574, 2.0542, -0.5965], [1.4635, 2.6791, 0.0734], [0.9126, 1.8177, -0.9377], [0.7513, 1.8559, 3.1813], [0.0740, 1.9440, 3.8817], [0.3012, 1.5908, 2.3996], [-0.5455, -0.8449, 3.2610], [-0.2676, -1.7412, 3.2808], [-1.0266, -0.6959, 2.4325], [-0.8071, -1.3859, -4.0047], [-1.2562, -1.5525, -3.1760], [-0.1922, -2.0516, -4.2856], [1.2372, -1.3518, -1.7263], [0.5895, -1.1715, -1.0485], [1.1682, -0.6026, -2.3187]],
  "lowdin_charge": [-1.4001, 0.1478, 0.1809, 0.1654, 0.1563, -0.0280, -0.0033, 0.0096, -0.0250, 0.0658, -0.0096, -0.0481, 0.0267, 0.0279, -0.0776, -0.0079, -0.0072, -0.0386, -0.0071, 0.0109, -0.0314, 0.0100, 0.0048, -0.0497, 0.0665, -0.0241, -0.0261, 0.0231, 0.0033, -0.0479, -0.0053, 0.0452, -0.0481, -0.0246, -0.0348]
}


# 2
{
  "formula": "BH20O8",
  "method": "ωB97M-V/def2-TZVPD",
  "homo_lumo_gap_ev": 9.4,
  "homo_ev": -6.48,
  "relative_energy_kcal_mol": 67.3,
  "total_charge": -1,
  "e_tot_ha": -638.68980,
  "symbols": ["B", "H", "H", "H", "H", "O", "H", "H", "O", "H", "H", "O", "H", "H", "O", "H", "H", "O", "H", "H", "O", "H", "H", "O", "H", "H", "O", "H", "H"],
  "positions_angstrom": [[-0.5243, -0.6981, 0.2254], [-0.7542, 0.4490, 0.1434], [-1.2630, -1.4589, 0.4931], [-0.1899, -0.8015, -0.9874], [0.5093, -0.7058, 0.9520], [0.8640, 2.7527, 1.7935], [0.4526, 1.9704, 1.3496], [0.1572, 3.1396, 2.1745], [-0.8394, -3.0073, -2.8973], [-1.0381, -2.3826, -2.3420], [-0.4230, -2.6813, -3.5997], [-3.6901, 0.7376, -2.0016], [-3.0028, 0.8618, -1.2504], [-3.9178, -0.1687, -1.6624], [-1.3689, 0.4374, 3.3878], [-1.0422, 0.2066, 2.4167], [-0.5929, 0.7990, 3.7580], [-0.3386, 3.2109, -1.3042], [-0.6004, 2.9633, -0.4494], [0.1863, 2.4160, -1.3745], [3.2811, -0.3461, 0.9282], [3.5946, -0.3749, 0.0791], [2.3883, -0.6429, 0.9650], [0.9973, -3.5559, 1.8282], [0.6917, -2.7704, 1.6072], [1.8375, -3.5861, 1.3193], [1.3447, 1.1951, -2.0898], [1.1031, 0.4324, -1.8034], [2.1780, 1.6088, -1.6589]],
  "lowdin_charge": [-0.3659, -0.0729, -0.0746, -0.0272, -0.0293, -0.0217, 0.0271, -0.0354, 0.0668, -0.0862, -0.0315, -0.1250, 0.0654, 0.0439, -0.1037, 0.0416, -0.0163, -0.0519, -0.0299, -0.0332, -0.0168, -0.0243, -0.0338, -0.0145, -0.1098, 0.0613, -0.0117, -0.1181, 0.1277]
}


# 3
{
  "formula": "BH24NiO10",
  "method": "ωB97M-V/def2-TZVPD",
  "homo_lumo_gap_ev": [8.7, 7.0],
  "multiplicity": 3,
  "homo_ev": [-12.73, -12.72],
  "relative_energy_kcal_mol": 33.8,
  "total_charge": 1,
  "e_tot_ha": -2299.60644,
  "symbols": ["Ni", "B", "H", "H", "H", "H", "O", "H", "H", "O", "H", "H", "O", "H", "H", "O", "H", "H", "O", "H", "H", "O", "H", "H", "O", "H", "H", "O", "H", "H", "O", "H", "H", "O", "H", "H"],
  "positions_angstrom": [[-0.4353, -1.3356, 2.0163], [0.0046, 0.3150, 0.5637], [0.4193, 0.3270, 1.5597], [0.3440, -0.5137, -0.0383], [-1.0739, 0.2865, 0.5801], [0.2580, 1.2399, 0.0692], [-1.6941, -2.1252, 0.4368], [-2.3410, -1.7173, -0.1388], [-1.5801, -3.0072, 0.0828], [1.0406, -2.8842, -2.2455], [0.2008, -2.4269, -2.2034], [1.6746, -2.2020, -2.4666], [-2.0160, -0.1684, 2.8120], [-2.0909, 0.4361, 3.5504], [-2.9018, -0.2194, 2.4528], [0.9774, -0.8724, 3.6063], [0.7860, -0.1723, 4.2304], [1.9291, -0.8509, 3.5060], [0.8498, -2.7671, 1.0521], [0.9826, -3.6801, 1.3068], [1.3299, -2.6752, 0.2291], [-0.1565, 1.4910, -3.2156], [0.6099, 1.8151, -3.6887], [0.0230, 1.6969, -2.2982], [0.4153, 3.9709, -1.1920], [1.3296, 3.7975, -0.9680], [0.4291, 4.8340, -1.6055], [-1.6637, 2.7267, -0.0266], [-1.3098, 1.8383, -0.0690], [-0.9771, 3.2768, -0.4037], [2.7137, 0.7205, -0.2814], [2.9311, -0.1694, -0.0039], [1.7771, 0.8055, -0.1027], [-1.0559, -0.9619, -2.4247], [-0.7126, -0.5782, -1.6178], [-1.0168, -0.2508, -3.0642]],
  "lowdin_charge": [0.8300, -0.4105, 0.0099, -0.0197, -0.0174, 0.0095, -0.0189, 0.0945, 0.0922, -0.0440, -0.0160, 0.0422, 0.0072, 0.1042, 0.1012, 0.0038, 0.0936, 0.0988, -0.0078, 0.0998, 0.0677, -0.0262, 0.0610, 0.0139, -0.0222, 0.0653, 0.0725, -0.0722, -0.0603, -0.0276, -0.0534, 0.0255, -0.0647, -0.0455, -0.0145, 0.0283]
}


# 4
{
  "formula": "BH24O10",
  "method": "ωB97M-V/def2-TZVPD",
  "homo_lumo_gap_ev": 7.4,
  "homo_ev": -5.20,
  "relative_energy_kcal_mol": 83.3,
  "total_charge": -1,
  "e_tot_ha": -791.56154,
  "symbols": ["B", "H", "H", "H", "H", "O", "H", "H", "O", "H", "H", "O", "H", "H", "O", "H", "H", "O", "H", "H", "O", "H", "H", "O", "H", "H", "O", "H", "H", "O", "H", "H", "O", "H", "H"],
  "positions_angstrom": [[-0.4927, -0.4908, -0.7375], [0.3407, -0.8434, -0.1498], [-1.0181, 0.3336, -0.2810], [-0.0558, -0.1236, -1.6532], [-1.1707, -1.2951, -0.9777], [3.4856, -2.9039, 4.5683], [3.4256, -3.5624, 3.8762], [2.6020, -2.5412, 4.6317], [4.7101, -1.7277, -6.1324], [3.9214, -1.9628, -5.6436], [5.4279, -1.8807, -5.5178], [1.0927, -4.2644, -3.4789], [0.7577, -3.5731, -2.9077], [1.0101, -5.0649, -2.9606], [-4.5421, -3.7250, -3.8093], [-3.9593, -3.5467, -3.0712], [-3.9561, -3.8204, -4.5602], [-1.5263, 6.5141, 1.6467], [-1.6200, 5.9118, 0.9087], [-0.5930, 6.7256, 1.6669], [-2.6411, -1.7852, 3.6737], [-2.2703, -1.4536, 2.8559], [-2.7448, -1.0080, 4.2227], [-3.4544, 3.8358, -1.9310], [-4.2666, 4.0329, -1.4644], [-3.2879, 2.9121, -1.7431], [-3.5504, 3.2622, 5.0866], [-4.1688, 3.7189, 5.6569], [-3.3371, 3.8992, 4.4048], [2.4757, 1.9405, 2.5125], [1.8458, 1.6255, 1.8643], [1.9433, 2.4047, 3.1586], [5.5136, -0.4102, -1.4547], [5.4493, -0.4334, -0.5000], [4.6541, -0.7003, -1.7603]],
  "lowdin_charge": [-0.4716, -0.1280, -0.1283, -0.1242, -0.1281, -0.0586, 0.0274, 0.0309, -0.0562, 0.0299, 0.0258, -0.0607, 0.0330, 0.0232, -0.0597, 0.0323, 0.0257, -0.0590, 0.0306, 0.0276, -0.0602, 0.0337, 0.0225, -0.0588, 0.0216, 0.0353, -0.0534, 0.0245, 0.0285, -0.0597, 0.0328, 0.0217, -0.0602, 0.0289, 0.0308]
}


# 5
{
  "formula": "BH3O2",
  "method": "ωB97M-V/def2-TZVPD",
  "homo_lumo_gap_ev": 11.9,
  "homo_ev": -11.91,
  "relative_energy_kcal_mol": 30.3,
  "total_charge": 0,
  "e_tot_ha": -177.16787,
  "symbols": ["B", "O", "O", "H", "H", "H"],
  "positions_angstrom": [[-0.4066, 0.9451, 0.1982], [0.4544, 1.7570, 0.2908], [-1.4607, 0.1727, 0.0581], [1.4195, -1.7572, -0.8821], [1.9596, -1.1974, -0.5858], [-1.9662, 0.0798, 0.9208]],
  "lowdin_charge": [-0.5890, 0.1589, 0.1954, 0.0353, 0.0364, 0.1629]
}


# 6
{
  "formula": "BH3OS",
  "method": "ωB97M-V/def2-TZVPD",
  "homo_lumo_gap_ev": 9.0,
  "homo_ev": -8.80,
  "relative_energy_kcal_mol": 71.8,
  "total_charge": 0,
  "e_tot_ha": -500.01128,
  "symbols": ["B", "O", "S", "H", "H", "H"],
  "positions_angstrom": [[-0.0635, 0.1733, 0.1845], [-0.3114, 1.3903, 0.0772], [1.6577, -0.4245, 0.1067], [-1.5868, -1.3271, 0.0834], [-1.1370, 1.8987, -0.2085], [1.4411, -1.7107, -0.2433]],
  "lowdin_charge": [-0.8719, 0.0757, 0.7021, 0.0581, 0.1787, -0.1427]
}


# 7
{
  "formula": "BH3OS",
  "method": "ωB97M-V/def2-TZVPD",
  "homo_lumo_gap_ev": 10.0,
  "homo_ev": -9.69,
  "relative_energy_kcal_mol": 7.0,
  "total_charge": 0,
  "e_tot_ha": -500.11458,
  "symbols": ["B", "O", "S", "H", "H", "H"],
  "positions_angstrom": [[0.1719, 0.0074, 0.0729], [0.6292, 1.2110, 0.0944], [-1.6005, -0.0720, -0.0261], [0.5579, -1.1006, 0.1043], [1.6617, 1.3627, 0.0375], [-1.4201, -1.4085, -0.2829]],
  "lowdin_charge": [-0.8840, 0.0329, 0.7759, 0.0252, 0.1794, -0.1293]
}


# 8
{
  "formula": "BH3S3",
  "method": "ωB97M-V/def2-TZVPD",
  "homo_lumo_gap_ev": [7.4, 6.5],
  "homo_ev": [-8.46, -8.11],
  "relative_energy_kcal_mol": 79.1,
  "total_charge": 0,
  "e_tot_ha": -1221.13958,
  "symbols": ["B", "S", "S", "S", "H", "H", "H"],
  "positions_angstrom": [[-0.5350, 0.2034, 0.3347], [1.9850, -1.5421, -0.5068], [-0.6048, 0.5329, 2.0627], [-1.3771, 0.4336, -1.1931], [1.2188, -2.5726, -0.6462], [0.2566, -0.4746, 2.1651], [-1.8655, 1.7322, -0.8846]],
  "lowdin_charge": [-1.0499, 0.1854, 0.7591, 0.7081, -0.3886, -0.1395, -0.0746]
}


# 9
{
  "formula": "BH4ILuO3P",
  "method": "ωB97M-V/def2-TZVPD",
  "homo_lumo_gap_ev": 7.7,
  "homo_ev": -18.34,
  "total_charge": 2,
  "e_tot_ha": -2127.00963,
  "symbols": ["O", "P", "O", "O", "B", "I", "H", "H", "H", "H", "Lu"],
  "positions_angstrom": [[-0.5171, 0.6637, 1.4903], [-0.6029, -0.1744, 0.1446], [-0.7767, -1.6305, 0.6800], [-1.9091, 0.1228, -0.6312], [0.9970, 0.1500, -0.8922], [2.5113, 1.4650, 0.4436], [-1.1163, -2.3426, 0.1119], [-2.0441, 0.9537, -1.1082], [1.6103, -0.8484, -1.0787], [0.7957, 0.8320, -1.8417], [1.0519, 0.8086, 2.6816]],
  "lowdin_charge": [-0.5673, 0.4624, -0.0822, -0.0431, -0.6135, 0.8418, 0.1449, 0.1398, 0.0020, 0.0043, 1.7110]
}


# 10
{
  "formula": "BH68O32",
  "method": "ωB97M-V/def2-TZVPD",
  "homo_lumo_gap_ev": 2.2,
  "homo_ev": -0.93,
  "relative_energy_kcal_mol": 158.6,
  "total_charge": -1,
  "e_tot_ha": -2473.16217,
  "symbols": ["B", "H", "H", "H", "H", "O", "H", "H", "O", "H", "H", "O", "H", "H", "O", "H", "H", "O", "H", "H", "O", "H", "H", "O", "H", "H", "O", "H", "H", "O", "H", "H", "O", "H", "H", "O", "H", "H", "O", "H", "H", "O", "H", "H", "O", "H", "H", "O", "H", "H", "O", "H", "H", "O", "H", "H", "O", "H", "H", "O", "H", "H", "O", "H", "H", "O", "H", "H", "O", "H", "H", "O", "H", "H", "O", "H", "H", "O", "H", "H", "O", "H", "H", "O", "H", "H", "O", "H", "H", "O", "H", "H", "O", "H", "H", "O", "H", "H", "O", "H", "H"],
  "positions_angstrom": [[-3.1971, 4.1651, -4.9848], [-3.6738, 3.2376, -4.3196], [-4.1074, -3.5749, 6.5271], [-2.1621, 4.0760, -5.4153], [-3.6556, 5.4867, -4.9959], [0.5710, -4.2498, 1.3676], [1.0356, -3.9215, 0.6426], [-0.1398, -4.7755, 1.0255], [-3.3252, 1.3791, -1.4954], [-4.0093, 0.9541, -0.9612], [-2.5189, 1.0631, -1.0507], [-1.3293, -0.9507, -1.0729], [-0.6038, -0.4319, -1.3948], [-0.9344, -1.4368, -0.2871], [1.4976, 0.5269, 5.7300], [2.3648, 0.9583, 5.5845], [1.5054, -0.3099, 5.2396], [5.1159, -1.8623, -0.0387], [4.7592, -1.0689, -0.5627], [5.8908, -1.7880, 0.5029], [-4.3872, 0.2483, 0.8349], [-3.6673, -0.1767, 1.3122], [-4.6021, 1.1047, 1.2592], [3.5568, -0.3978, -1.9934], [2.9887, -0.9693, -2.8129], [3.3505, 0.7528, -1.9993], [1.9601, -2.1750, 4.6935], [1.6126, -3.0277, 4.8455], [1.4242, -1.8609, 3.8938], [-4.2265, 3.4995, 0.3072], [-3.8163, 3.0081, -0.4093], [-5.0120, 3.8067, -0.1493], [0.2411, 1.7519, 3.5446], [0.4765, 1.0568, 2.8590], [0.5167, 1.4011, 4.4811], [-2.9329, -1.8973, 1.9818], [-3.3054, -1.7180, 2.8880], [-3.5588, -2.5546, 1.6060], [4.3273, -4.0092, 2.9005], [3.9774, -4.5716, 3.5461], [3.9343, -3.1799, 3.0394], [-1.6740, 3.8554, -2.0595], [-1.3079, 3.0771, -1.5975], [-2.2431, 4.2945, -1.4374], [-0.3964, -1.9956, -4.5215], [-0.8157, -2.5801, -5.1636], [-0.9307, -2.1587, -3.7582], [-3.4226, -1.9724, -2.5717], [-2.5779, -1.5538, -2.2766], [-3.7526, -1.4692, -3.3437], [-1.6523, 3.1846, 4.9811], [-1.0285, 3.1475, 4.2417], [-1.2060, 3.6560, 5.6684], [-0.1013, 0.5331, -2.9382], [-0.6067, 1.2684, -3.2477], [0.7866, 0.8734, -2.8390], [2.9223, -1.3420, 1.5592], [2.2588, -1.3143, 0.7165], [3.7731, -1.4561, 1.1808], [-2.6517, 5.1378, 2.1618], [-2.6829, 4.9438, 3.0772], [-3.3479, 4.7262, 1.6982], [-4.7736, -3.5559, 0.4931], [-4.5996, -3.8795, -0.4216], [-5.4096, -2.8011, 0.3736], [4.6562, 2.3639, -0.7925], [4.9714, 1.4319, -1.1155], [4.0603, 2.1120, -0.0762], [1.9920, -4.3797, -1.5072], [2.7472, -4.3938, -0.9723], [2.2947, -4.0834, -2.4540], [2.1492, -1.6473, -3.9605], [2.4646, -1.0272, -4.6499], [1.2447, -1.4455, -4.0866], [1.4367, -1.5492, -0.8162], [1.3621, -2.4345, -1.1880], [2.0451, -1.0677, -1.3006], [-0.0437, -1.3087, 2.6252], [-0.9386, -1.1739, 2.8733], [-0.0890, -2.2688, 2.3982], [1.7475, 2.0482, -1.8563], [2.6868, 2.3749, -1.6663], [1.1694, 2.1269, -1.0471], [-2.5970, -3.5848, -4.9925], [-3.1982, -4.2910, -5.1383], [-2.7739, -3.2934, -4.1377], [3.9678, -5.2907, 0.4653], [4.6144, -5.8795, 0.2130], [4.4128, -4.5104, 0.8280], [0.1489, 4.7930, 1.2324], [-0.6978, 4.6604, 1.7170], [-0.1922, 5.3371, 0.5669], [-0.2108, 1.7736, 0.3347], [0.3544, 0.9798, 0.5468], [0.0953, 2.5272, 0.9167], [2.7099, 1.3898, 1.0937], [2.9494, 1.9096, 1.8741], [2.6945, 0.4792, 1.3286], [0.3259, 6.0772, -1.2532], [-0.1989, 5.4129, -1.7121], [1.1379, 5.6443, -0.9356]],
  "lowdin_charge": [0.0933, -0.0296, -0.7908, -0.0921, 0.0166, -0.0017, -0.0331, 0.0462, -0.0813, 0.0127, 0.0192, -0.0760, -0.0281, 0.0810, -0.0579, 0.0703, 0.0108, -0.0738, 0.0483, 0.0428, -0.0688, 0.0070, 0.0535, -0.2606, 0.0983, 0.1446, -0.0685, 0.0255, 0.0408, -0.0366, -0.0036, 0.0586, -0.1351, 0.0258, 0.0540, -0.1586, 0.0704, 0.0170, -0.0048, 0.0220, -0.0117, -0.0447, 0.0307, 0.0321, -0.0334, 0.0405, 0.0172, -0.0816, 0.0036, 0.0611, -0.0537, -0.0018, 0.0197, -0.0277, 0.0470, 0.0019, -0.1008, 0.0827, -0.0384, -0.0142, 0.0189, -0.0196, -0.0851, 0.0575, 0.0756, -0.0942, 0.0824, -0.0164, -0.0623, -0.0341, 0.1130, -0.0212, 0.1007, -0.0185, -0.0176, 0.0374, -0.0537, -0.0644, 0.0141, 0.0469, -0.1090, 0.0561, 0.0392, -0.0130, 0.0386, -0.0333, -0.0188, -0.0004, 0.0250, -0.0538, 0.0262, -0.0379, -0.0810, 0.0478, 0.0475, -0.0337, 0.0817, -0.0203, -0.0622, 0.0052, 0.0503]
}


# 11
{
  "formula": "BHN2O6",
  "method": "ωB97M-V/def2-TZVPD",
  "homo_lumo_gap_ev": 9.7,
  "homo_ev": -10.77,
  "relative_energy_kcal_mol": 48.2,
  "total_charge": 0,
  "e_tot_ha": -586.23459,
  "symbols": ["B", "N", "N", "O", "O", "O", "O", "O", "O", "H"],
  "positions_angstrom": [[-1.1144, 0.1560, 1.1702], [0.7777, -1.3768, -0.4601], [0.5224, 1.1557, -1.1200], [0.8986, 2.1438, -0.6193], [1.0081, -1.7614, -1.5680], [-0.0529, 0.8454, -2.0618], [-0.8838, -0.6418, 2.2148], [0.7725, -0.1565, -0.1356], [-1.5764, 1.0786, 0.5234], [-0.3519, -1.4430, 2.0564]],
  "lowdin_charge": [-0.5758, -0.1077, -0.3014, 0.2263, 0.0723, 0.2344, 0.2143, -0.0322, 0.1470, 0.1228]
}


# 12
{
  "formula": "Ba2Cl3O12Pb",
  "method": "ωB97M-V/def2-TZVPD",
  "homo_lumo_gap_ev": 2.7,
  "homo_ev": -16.25,
  "total_charge": 3,
  "e_tot_ha": -2525.49461,
  "symbols": ["Ba", "Ba", "Pb", "Cl", "O", "O", "O", "O", "Cl", "O", "O", "O", "O", "Cl", "O", "O", "O", "O"],
  "positions_angstrom": [[-1.1617, 2.4327, 1.9103], [1.1971, -2.9343, -1.4331], [4.6478, 2.4674, -0.5127], [0.0474, -1.6589, 2.1434], [-0.5662, -0.3326, 1.9370], [0.7743, -1.7260, 3.3630], [-0.9538, -2.6537, 2.0282], [1.0580, -1.7924, 1.0593], [-2.5556, -0.0622, -1.5887], [-3.8189, -0.4751, -2.0755], [-1.4895, -0.9275, -2.0685], [-2.2475, 1.2729, -2.0349], [-2.5887, -0.0697, -0.1391], [1.4988, 1.2627, -0.5381], [0.3397, 2.0836, -0.2614], [2.3353, 1.7084, -1.6562], [2.3973, 1.4783, 0.6020], [1.0860, -0.0736, -0.7352]],
  "lowdin_charge": [2.0307, 1.9979, 1.9329, 0.6916, -0.5531, -0.2558, -0.2459, -0.6139, 0.6329, -0.2626, -0.4528, -0.3609, -0.4176, 0.6886, -0.4901, -0.4433, -0.4862, -0.3924]
}